Model one:
Density functional theory data (the ωB97M-V functional and the def2-TZVPD basis) for a structure of composition C34H35Br2N7O2S2V.

As for the HOMO energy (alpha / beta): -6.9725 / -7.1480 eV. As for the multiplicity: 2.

Cartesian coordinates (Å):
V (-0.992, 0.146, 0.707)
C (-0.364, 1.187, 4.833)
C (-0.709, 1.439, 3.387)
O (-0.113, 0.676, 2.544)
C (-1.587, 2.459, 3.061)
C (-1.685, 2.941, 1.713)
C (-1.936, 4.397, 1.453)
N (-1.426, 2.130, 0.736)
N (-1.122, 2.685, -0.514)
C (-0.170, 1.981, -1.045)
O (0.377, 0.947, -0.472)
C (0.359, 2.373, -2.378)
C (-0.187, 3.442, -3.086)
C (0.312, 3.781, -4.332)
C (1.363, 3.056, -4.883)
C (1.910, 1.993, -4.180)
C (1.409, 1.649, -2.933)
H (0.712, 1.311, 4.968)
H (-0.605, 0.153, 5.089)
H (-0.889, 1.859, 5.510)
H (-1.971, 3.081, 3.857)
H (-2.403, 4.860, 2.321)
H (-2.558, 4.529, 0.570)
H (-0.990, 4.902, 1.255)
H (-1.004, 3.995, -2.643)
H (-0.118, 4.611, -4.877)
H (1.754, 3.321, -5.858)
H (2.729, 1.425, -4.605)
H (1.825, 0.823, -2.372)
Br (2.541, -5.406, 2.138)
C (1.547, -3.867, 1.687)
C (2.012, -2.999, 0.723)
C (1.238, -1.882, 0.441)
N (0.092, -1.643, 1.066)
C (-0.368, -2.495, 1.994)
C (0.344, -3.627, 2.339)
C (-1.688, -2.132, 2.590)
C (-2.375, -2.958, 3.469)
C (-3.593, -2.522, 3.957)
Br (-4.559, -3.610, 5.155)
C (-4.105, -1.297, 3.567)
C (-3.359, -0.547, 2.674)
N (-2.188, -0.956, 2.199)
H (2.937, -3.151, 0.187)
H (1.563, -1.152, -0.286)
H (-0.009, -4.314, 3.093)
H (-1.982, -3.918, 3.766)
H (-5.053, -0.935, 3.937)
H (-3.701, 0.418, 2.323)
C (3.394, 0.807, 2.442)
C (4.219, 0.564, 1.220)
N (3.785, -0.067, 0.176)
C (4.738, -0.143, -0.811)
C (5.932, 0.428, -0.503)
S (5.859, 1.096, 1.072)
C (4.359, -0.773, -2.083)
C (4.849, -0.455, -3.311)
S (4.078, -1.409, -4.503)
C (3.134, -2.168, -3.277)
N (3.388, -1.748, -2.077)
C (2.113, -3.213, -3.590)
H (2.337, 0.699, 2.197)
H (3.564, 1.806, 2.841)
H (3.646, 0.087, 3.223)
H (6.823, 0.476, -1.106)
H (5.578, 0.298, -3.561)
H (2.026, -3.383, -4.661)
H (1.143, -2.897, -3.205)
H (2.380, -4.154, -3.107)
C (-4.154, 0.602, -1.282)
C (-3.174, -0.574, -1.330)
C (-3.877, -1.872, -0.923)
C (-2.593, -0.712, -2.741)
N (-2.095, -0.306, -0.426)
H (-4.961, 0.461, -2.005)
H (-3.628, 1.532, -1.505)
H (-4.593, 0.690, -0.286)
H (-4.692, -2.103, -1.612)
H (-4.293, -1.786, 0.083)
H (-3.170, -2.704, -0.933)
H (-3.383, -0.909, -3.470)
H (-1.876, -1.535, -2.771)
H (-2.073, 0.205, -3.023)

---

Model two:
Density functional theory data (the ωB97M-V functional and the def2-TZVPD basis) for a structure of composition C34H35Br2N7O2S2V.

As for the HOMO energy (alpha / beta): -6.9838 / -7.1652 eV. As for the multiplicity: 2.

Cartesian coordinates (Å):
V (0.465, -0.941, -0.326)
C (-2.058, -4.424, -0.699)
C (-1.255, -3.244, -1.184)
O (-1.146, -2.280, -0.341)
C (-0.740, -3.249, -2.465)
C (-0.272, -2.044, -3.079)
C (-0.437, -1.849, -4.558)
N (0.178, -1.085, -2.332)
N (0.234, 0.200, -2.890)
C (-0.142, 1.049, -1.976)
O (-0.500, 0.726, -0.767)
C (-0.165, 2.495, -2.330)
C (0.215, 2.928, -3.598)
C (0.210, 4.279, -3.904)
C (-0.177, 5.209, -2.947)
C (-0.558, 4.780, -1.684)
C (-0.551, 3.427, -1.374)
H (-3.080, -4.098, -0.492)
H (-1.639, -4.787, 0.242)
H (-2.084, -5.237, -1.422)
H (-0.956, -4.096, -3.101)
H (-0.608, -2.805, -5.049)
H (0.437, -1.355, -4.981)
H (-1.291, -1.197, -4.749)
H (0.514, 2.192, -4.331)
H (0.509, 4.610, -4.891)
H (-0.179, 6.265, -3.186)
H (-0.859, 5.501, -0.934)
H (-0.845, 3.072, -0.395)
Br (-1.066, -1.645, 6.225)
C (-0.606, -1.399, 4.413)
C (-1.052, -0.288, 3.729)
C (-0.687, -0.163, 2.396)
N (0.075, -1.065, 1.787)
C (0.502, -2.147, 2.449)
C (0.179, -2.352, 3.779)
C (1.321, -3.096, 1.647)
C (2.007, -4.166, 2.206)
C (2.728, -4.989, 1.361)
Br (3.680, -6.450, 2.074)
C (2.756, -4.740, 0.000)
C (2.059, -3.639, -0.465)
N (1.365, -2.838, 0.339)
H (-1.670, 0.469, 4.190)
H (-1.029, 0.680, 1.810)
H (0.508, -3.229, 4.314)
H (1.996, -4.353, 3.269)
H (3.309, -5.372, -0.679)
H (2.051, -3.376, -1.515)
C (-4.265, -0.965, 0.396)
C (-4.370, 0.460, 0.832)
N (-3.354, 1.175, 1.195)
C (-3.734, 2.446, 1.554)
C (-5.068, 2.696, 1.476)
S (-5.882, 1.293, 0.930)
C (-2.698, 3.426, 1.911)
C (-2.756, 4.761, 1.657)
S (-1.310, 5.508, 2.177)
C (-0.711, 3.979, 2.698)
N (-1.535, 2.996, 2.504)
C (0.646, 3.818, 3.302)
H (-3.234, -1.168, 0.102)
H (-4.938, -1.177, -0.435)
H (-4.523, -1.634, 1.220)
H (-5.589, 3.608, 1.719)
H (-3.537, 5.308, 1.156)
H (1.193, 4.758, 3.317)
H (1.216, 3.091, 2.723)
H (0.561, 3.447, 4.324)
C (3.778, -0.338, -1.960)
C (3.358, 0.050, -0.539)
C (4.241, -0.659, 0.493)
C (3.452, 1.569, -0.363)
N (1.991, -0.338, -0.346)
H (4.787, 0.022, -2.177)
H (3.081, 0.089, -2.682)
H (3.769, -1.424, -2.076)
H (5.289, -0.380, 0.368)
H (4.161, -1.743, 0.383)
H (3.929, -0.391, 1.504)
H (4.482, 1.912, -0.483)
H (3.103, 1.852, 0.633)
H (2.824, 2.072, -1.100)

---

Stability ranking, top and bottom: model one is the most stable and model two is the least stable.